#one
20
Properties=species:S:1:pos:R:3 method="wB97M-V/def2-TZVPD" charge=+1 homo_energy_ev=-14.7 gap_ev=11.573 multiplicity=1
O 0.64 1.49 -3.91
O 1.40 -0.71 -1.50
N 0.68 -1.08 1.38
C -1.73 -1.08 1.41
C -0.57 -0.24 1.70
C -0.36 1.03 0.82
H -0.47 0.86 -0.31
H 0.57 1.69 0.93
H 1.31 -0.63 -2.43
H 0.80 -1.08 0.34
H -1.93 -1.92 2.08
H -2.65 -0.35 1.46
H -0.16 0.14 2.68
H 0.14 2.37 -4.24
H 1.64 0.18 -1.23
H 1.47 1.96 -4.08
H 0.62 -2.02 1.56
H -1.16 1.62 1.14
H -1.74 -1.51 0.42
H 1.50 -0.71 1.76

#two
20
Properties=species:S:1:pos:R:3 method="wB97M-V/def2-TZVPD" charge=+1 homo_energy_ev=-15.4 gap_ev=12.445 multiplicity=1
O 2.42 -2.78 -1.46
O 2.10 0.03 -0.88
N -0.08 1.32 -0.17
C -2.28 0.25 -0.07
C -0.73 0.30 2.02
C -1.23 0.99 0.77
H -1.64 0.23 2.61
H 3.29 -3.21 -1.43
H 0.58 0.54 -0.47
H -0.32 1.77 -1.05
H -0.37 -0.71 1.84
H -3.13 -0.06 0.52
H -1.90 -0.61 -0.61
H -1.65 1.98 0.96
H 0.49 2.02 0.32
H 2.10 -0.88 -1.26
H -2.65 0.95 -0.82
H 1.99 -3.29 -2.15
H 2.95 0.38 -1.22
H 0.06 0.80 2.58

#three
20
Properties=species:S:1:pos:R:3 method="wB97M-V/def2-TZVPD" charge=+1 homo_energy_ev=-14.0 gap_ev=10.568 multiplicity=1
O 0.37 1.32 -4.64
O 1.64 -0.40 -0.54
N 0.71 -0.61 1.75
C -0.87 1.03 0.70
C -1.51 -1.34 1.81
C -0.70 -0.06 1.93
H 1.28 -0.80 -1.36
H 0.55 -1.06 0.79
H -2.57 -1.23 2.33
H -1.76 -1.43 0.78
H -0.50 0.69 -0.27
H 0.98 -1.33 2.62
H -1.00 -2.12 2.17
H -0.31 1.84 1.05
H 2.54 -0.18 -0.62
H 1.49 0.19 1.68
H -1.98 1.47 0.51
H 0.03 0.66 -5.28
H -0.28 2.01 -4.83
H -0.99 0.38 2.88

Most stable: #two. Least stable: #three.

#one
11
Properties=species:S:1:pos:R:3 method="wB97M-V/def2-TZVPD" homo_energy_ev=-9.0 gap_ev=9.351 multiplicity=1
O 2.35 -0.15 -0.06
N 0.38 1.42 0.00
N 1.05 -0.70 0.17
C 0.03 0.16 0.04
C -1.33 -0.47 -0.03
H -1.81 -0.23 1.29
H -2.14 0.38 -0.93
H -1.17 -1.79 -0.37
H 2.10 0.86 0.08
H -0.41 2.09 0.09
H 0.95 -1.58 -0.27

#two
11
Properties=species:S:1:pos:R:3 method="wB97M-V/def2-TZVPD" homo_energy_ev=-8.0 gap_ev=8.988 multiplicity=1
O 0.31 -0.81 -0.39
N -1.88 -0.88 0.04
N -0.73 -0.32 0.45
C 1.31 0.10 -0.62
C 1.40 1.34 -0.16
H -2.65 -0.40 0.52
H -0.68 -0.58 1.74
H 0.66 1.76 0.50
H 1.99 -0.33 -1.34
H -1.97 -1.83 -0.31
H 2.25 1.94 -0.43

Most stable: #two. Least stable: #one.

#one
11
Properties=species:S:1:pos:R:3 method="wB97M-V/def2-TZVPD" homo_energy_ev=-8.9 gap_ev=9.413 multiplicity=1
O -1.49 0.24 -0.27
N 1.93 -0.32 -0.22
N 0.43 1.31 0.07
C -0.50 -0.69 0.27
C 0.76 0.03 -0.01
H -0.47 1.61 -0.16
H -2.46 -0.33 -0.38
H 1.81 -1.28 -0.33
H -0.64 -1.58 -0.48
H -0.60 -0.84 1.29
H 1.24 1.85 0.21

#two
11
Properties=species:S:1:pos:R:3 method="wB97M-V/def2-TZVPD" homo_energy_ev=-9.0 gap_ev=9.939 multiplicity=1
O -0.79 -1.10 -0.19
N -2.18 0.49 -0.99
N 2.37 0.77 1.06
C -0.99 0.06 -0.46
C 1.72 -0.28 0.77
H -2.57 1.38 -0.78
H -2.71 -0.29 -1.35
H -0.15 0.77 -0.42
H 1.49 -0.58 -0.26
H 1.48 -1.11 1.44
H 3.13 0.93 0.40

#three
11
Properties=species:S:1:pos:R:3 method="wB97M-V/def2-TZVPD" homo_energy_ev=-9.2 gap_ev=9.965 multiplicity=1
O -1.03 1.54 0.28
N 0.76 -1.54 -0.23
N 0.95 0.00 1.44
C -0.48 0.53 -0.52
C 0.44 -0.33 0.34
H -1.28 -0.10 -0.95
H 1.26 -2.16 0.39
H 0.11 -1.96 -0.86
H -1.53 2.15 -0.27
H 0.12 0.95 -1.35
H 0.69 0.93 1.74

Most stable: #three. Least stable: #one.

#one
11
Properties=species:S:1:pos:R:3 method="wB97M-V/def2-TZVPD" homo_energy_ev=-9.4 gap_ev=10.020 multiplicity=1
O -0.14 1.42 -0.23
N -0.05 0.00 -0.46
N 2.27 0.02 -0.10
C 1.17 -0.58 -0.05
C -1.44 -0.42 0.01
H -1.57 0.08 1.00
H -1.40 -1.50 0.02
H 0.31 1.62 0.76
H 0.96 -1.72 -0.26
H -2.12 -0.03 -0.78
H 1.99 1.12 0.07

#two
11
Properties=species:S:1:pos:R:3 method="wB97M-V/def2-TZVPD" homo_energy_ev=-7.7 gap_ev=7.303 multiplicity=1
O 0.74 3.14 1.14
N -0.13 2.38 1.17
N -0.44 0.06 -0.91
C 0.21 -2.19 -0.37
C 0.44 -0.84 -0.30
H -0.28 -2.61 -1.21
H -1.17 -0.40 -1.51
H -0.44 1.00 -0.58
H 1.18 -0.35 0.32
H -0.86 2.73 2.02
H 0.75 -2.91 0.21

Most stable: #one. Least stable: #two.

#one
11
Properties=species:S:1:pos:R:3 method="wB97M-V/def2-TZVPD" homo_energy_ev=-8.7 gap_ev=9.356 multiplicity=1
O 1.53 -0.83 0.11
N -1.25 -0.85 -0.59
N 1.43 0.41 -0.29
C -0.77 0.11 0.40
C 0.27 1.00 -0.09
H 0.26 2.08 0.03
H -1.61 0.65 0.82
H 0.12 -0.62 0.98
H -1.86 -1.53 -0.13
H -0.44 -1.38 -0.92
H 2.29 0.96 -0.33

#two
11
Properties=species:S:1:pos:R:3 method="wB97M-V/def2-TZVPD" homo_energy_ev=-9.3 gap_ev=10.270 multiplicity=1
O -1.05 -0.38 -1.65
N 0.21 1.49 0.42
N -0.04 -0.98 0.27
C -1.08 -1.06 -0.64
C 0.79 0.23 0.28
H 1.36 0.17 -0.65
H 0.64 -1.72 0.31
H -0.18 2.01 -0.41
H -1.80 -1.79 -0.35
H -0.25 1.88 1.22
H 1.40 0.14 1.20

Most stable: #two. Least stable: #one.

#one
16
Properties=species:S:1:pos:R:3 method="wB97M-V/def2-TZVPD" homo_energy_ev=-8.9 gap_ev=9.320 multiplicity=1
S -2.85 3.48 2.07
S 2.68 -4.48 -0.13
S -1.66 4.77 0.87
C -3.61 2.56 0.69
C 2.59 -1.82 -1.18
C 2.22 -2.72 0.00
H -2.89 1.98 0.14
H -4.18 3.28 0.12
H 2.74 -4.65 -1.46
H 2.06 -0.88 -1.05
H 1.16 -2.71 0.26
H 2.71 -2.42 0.92
H 2.39 -2.31 -2.13
H -4.33 1.94 1.21
H -2.71 5.61 0.74
H 3.66 -1.62 -1.08

#two
16
Properties=species:S:1:pos:R:3 method="wB97M-V/def2-TZVPD" homo_energy_ev=-9.0 gap_ev=9.392 multiplicity=1
S 1.89 0.49 -0.26
S 2.31 -1.44 0.51
S -2.06 2.02 -0.83
C -2.41 -0.76 -0.70
C -2.21 0.46 0.17
C 0.69 -1.65 1.58
H -2.89 -1.55 -0.08
H 0.85 0.06 -1.00
H -0.02 -2.15 0.91
H -3.15 0.66 0.72
H -1.52 -1.27 -1.09
H -1.44 0.39 0.96
H 0.20 -0.80 2.05
H 1.09 -2.36 2.30
H -2.96 -0.46 -1.59
H -1.23 2.56 0.07

#three
16
Properties=species:S:1:pos:R:3 method="wB97M-V/def2-TZVPD" homo_energy_ev=-8.7 gap_ev=8.859 multiplicity=1
S -0.38 1.74 -1.01
S 3.17 0.38 -0.37
S -2.23 1.38 -2.12
C 1.92 -0.91 0.05
C -3.06 0.21 -1.04
C 1.24 -0.72 1.40
H 2.38 -1.89 -0.02
H -2.42 -0.04 -0.19
H 1.87 -0.84 2.28
H 0.39 -1.38 1.51
H -4.00 0.58 -0.64
H -1.15 1.91 0.08
H 3.47 0.88 0.86
H 0.79 0.28 1.45
H -3.18 -0.77 -1.48
H 1.18 -0.81 -0.74

#four
16
Properties=species:S:1:pos:R:3 method="wB97M-V/def2-TZVPD" homo_energy_ev=-9.1 gap_ev=9.566 multiplicity=1
S -3.72 -0.12 1.74
S -3.23 -1.86 0.68
S 4.08 -0.30 -1.11
C 4.24 1.47 -1.52
C 5.65 2.00 -1.21
C -4.71 0.77 0.51
H 3.47 2.05 -1.01
H -4.51 0.39 -0.49
H 6.34 1.26 -1.62
H 5.10 -0.67 -1.86
H 5.75 2.17 -0.14
H -4.65 1.86 0.41
H 5.81 2.85 -1.88
H -5.74 0.51 0.70
H 4.08 1.66 -2.58
H -2.07 -1.45 0.16

Most stable: #one. Least stable: #two.

#one
13
Properties=species:S:1:pos:R:3 method="wB97M-V/def2-TZVPD" charge=+1 homo_energy_ev=-14.1 gap_ev=8.514 multiplicity=1
O -0.15 -2.37 -0.67
N -2.21 0.67 -1.23
N 2.13 -0.22 1.34
C -0.40 -0.84 -0.63
C 0.64 -1.67 -1.33
C -1.64 -0.51 -1.25
H -2.26 -1.24 -1.83
H -1.77 1.61 -0.89
H 2.84 0.41 1.59
H 1.57 -0.47 2.26
H -3.17 0.89 -1.52
H 2.71 -1.04 1.14
H 0.00 -0.28 0.18

#two
13
Properties=species:S:1:pos:R:3 method="wB97M-V/def2-TZVPD" charge=+1 homo_energy_ev=-14.8 gap_ev=10.960 multiplicity=1
O -1.81 0.36 0.33
N -0.43 -1.31 -0.41
N 1.55 -0.29 0.41
C 0.44 -0.17 -0.64
C -0.76 1.25 -0.07
C -1.55 -0.90 0.02
H 0.71 -0.23 -1.65
H -2.36 -1.52 0.27
H -1.04 1.91 -0.90
H 2.16 0.56 0.23
H -0.14 1.77 0.84
H 2.05 -1.17 0.20
H 1.19 -0.29 1.38

Most stable: #two. Least stable: #one.

#one
13
Properties=species:S:1:pos:R:3 method="wB97M-V/def2-TZVPD" charge=+1 homo_energy_ev=-14.8 gap_ev=11.136 multiplicity=1
O 1.14 -0.63 -2.08
N -0.54 1.24 0.99
N 0.42 -0.64 0.61
C -0.94 -0.87 0.51
C 0.64 0.60 1.04
C -1.54 0.34 0.66
H -2.53 0.65 0.38
H 1.13 -1.12 0.07
H -0.72 2.06 1.56
H 1.66 0.91 1.14
H -1.32 -1.85 0.30
H 1.21 -0.98 -2.99
H 1.38 0.30 -2.18

#two
13
Properties=species:S:1:pos:R:3 method="wB97M-V/def2-TZVPD" charge=+1 homo_energy_ev=-15.0 gap_ev=11.366 multiplicity=1
O -0.27 -1.83 -1.21
N -0.38 -1.10 1.32
N 0.50 0.21 -0.59
C 0.46 -1.14 -0.16
C -0.40 0.99 0.41
C -0.73 0.06 1.44
H 1.39 -1.57 0.17
H -0.68 -2.65 -0.95
H -1.33 1.05 -0.09
H 1.33 0.65 -0.52
H 0.28 0.15 -1.60
H 0.00 2.00 0.76
H -1.11 0.33 2.42

#three
13
Properties=species:S:1:pos:R:3 method="wB97M-V/def2-TZVPD" charge=+1 homo_energy_ev=-14.8 gap_ev=11.587 multiplicity=1
O -1.73 -1.56 -0.07
N -1.29 1.65 0.19
N -0.66 -0.70 0.05
C -0.56 0.58 0.21
C 0.75 -1.06 -0.11
C 1.13 0.47 0.07
H -1.54 -2.48 0.16
H 1.32 1.09 -0.80
H 1.75 0.78 0.89
H -2.33 1.93 0.39
H 1.21 -1.65 0.66
H -0.75 2.43 -0.12
H 0.98 -1.41 -1.13

Most stable: #one. Least stable: #three.